This record from OMol25 describes C45H49N11O2Y as an isolated structure. The level of theory is ωB97M-V/def2-TZVPD.

```
108
C45H49N11O2Y (ωB97M-V/def2-TZVPD)
Y 0.26 0.96 0.79
C -0.18 1.40 4.22
N -0.51 0.35 3.24
C 0.29 -0.84 3.58
C 0.30 -1.93 2.54
C 0.51 -3.21 2.97
C 0.69 -4.22 2.02
C 0.64 -3.89 0.69
C 0.41 -2.55 0.33
N 0.20 -1.58 1.24
C -1.93 0.01 3.34
C -2.82 1.13 2.87
C -4.19 1.04 3.07
C -4.99 2.11 2.70
C -4.38 3.24 2.19
C -3.01 3.23 2.02
N -2.23 2.19 2.32
C 1.07 2.16 3.86
C 1.75 2.89 4.82
C 2.83 3.67 4.44
C 3.22 3.67 3.10
C 2.51 2.90 2.21
N 1.45 2.16 2.58
H -0.07 0.96 5.22
H -1.00 2.11 4.26
H -0.05 -1.26 4.53
H 1.33 -0.50 3.74
H 0.56 -3.43 4.03
H 0.89 -5.23 2.32
H 0.83 -4.62 -0.08
H 0.70 -1.26 -1.20
H -2.19 -0.23 4.38
H -2.12 -0.90 2.75
H -4.62 0.15 3.51
H -6.06 2.06 2.83
H -4.96 4.11 1.92
H -2.51 4.10 1.61
H 1.43 2.86 5.85
H 3.37 4.25 5.17
H 4.05 4.26 2.76
H 2.77 2.85 1.16
O 7.17 -3.40 -0.24
C 6.06 -3.29 0.53
O 5.83 -4.12 1.37
C 5.15 -2.15 0.26
C 5.18 -1.36 -0.89
C 4.25 -0.36 -1.11
C 3.22 -0.12 -0.18
C 3.27 -0.85 1.02
C 4.18 -1.85 1.23
N 2.18 0.76 -0.36
C 2.16 1.66 -1.45
C 1.27 2.69 -1.47
C 1.28 3.70 -2.51
C 0.53 4.81 -2.40
C -0.32 4.98 -1.25
C -0.38 3.98 -0.35
N 0.34 2.82 -0.42
H 7.27 -2.62 -0.80
H 5.91 -1.53 -1.67
H 4.31 0.21 -2.03
H 2.58 -0.59 1.82
H 4.19 -2.42 2.15
H 2.89 1.58 -2.24
H 1.93 3.55 -3.36
H 0.55 5.57 -3.17
H -0.91 5.88 -1.11
H -1.03 4.06 0.52
C -2.19 -0.56 -1.79
N -1.82 0.79 -1.30
C -1.57 1.63 -2.51
N -2.72 1.65 -3.40
C -3.05 0.29 -3.81
N -3.36 -0.56 -2.66
C -4.48 0.03 -1.94
N -4.19 1.39 -1.49
C -3.02 1.35 -0.63
C -3.86 2.20 -2.67
H -2.38 -1.20 -0.93
H -1.36 -0.96 -2.37
H -0.70 1.22 -3.03
H -1.34 2.64 -2.19
H -2.20 -0.14 -4.35
H -3.91 0.32 -4.47
H -4.71 -0.58 -1.07
H -5.35 0.05 -2.60
H -3.26 0.74 0.25
H -2.78 2.37 -0.33
H -3.62 3.22 -2.35
H -4.73 2.23 -3.34
C -2.10 -3.75 -1.31
C -0.91 -3.85 -2.23
C -1.00 -4.70 -3.33
C 0.02 -4.79 -4.26
C 1.18 -4.04 -4.09
C 1.32 -3.21 -2.99
C 2.58 -2.44 -2.77
C 0.27 -3.12 -2.07
N 0.42 -2.21 -0.98
H -2.52 -4.74 -1.14
H -2.87 -3.14 -1.78
H -1.86 -3.32 -0.34
H -1.90 -5.28 -3.47
H -0.08 -5.44 -5.11
H 1.98 -4.11 -4.81
H 3.32 -2.66 -3.54
H 3.02 -2.68 -1.80
H 2.41 -1.36 -2.77
```

Calculated values
Total charge: +1
E_tot, eV: -68988.7435
Multiplicity: 1
Gap between HOMO and LUMO, eV: 5.6

Löwdin population analysis, charges in e, atoms 1 to 99: number 1, Y, carries 1.57; number 2, C, carries -0.13; number 3, N, carries -0.23; number 4, C, carries -0.14; number 5, C, carries -0.29; number 6, C, carries -0.02; number 7, C, carries -0.02; number 8, C, carries 0.02; number 9, C, carries -0.32; number 10, N, carries 0.08; number 11, C, carries -0.12; number 12, C, carries -0.29; number 13, C, carries -0.01; number 14, C, carries -0.03; number 15, C, carries -0.03; number 16, C, carries -0.14; number 17, N, carries 0.08; number 18, C, carries -0.25; number 19, C, carries 0.00; number 20, C, carries -0.03; number 21, C, carries -0.02; number 22, C, carries -0.09; number 23, N, carries 0.03; number 24, H, carries 0.14; number 25, H, carries 0.13; number 26, H, carries 0.14; number 27, H, carries 0.13; number 28, H, carries 0.12; number 29, H, carries 0.12; number 30, H, carries 0.13; number 31, H, carries 0.12; number 32, H, carries 0.15; number 33, H, carries 0.14; number 34, H, carries 0.13; number 35, H, carries 0.12; number 36, H, carries 0.12; number 37, H, carries 0.10; number 38, H, carries 0.12; number 39, H, carries 0.12; number 40, H, carries 0.12; number 41, H, carries 0.11; number 42, O, carries 0.12; number 43, C, carries -0.49; number 44, O, carries 0.11; number 45, C, carries -0.15; number 46, C, carries -0.04; number 47, C, carries -0.05; number 48, C, carries -0.31; number 49, C, carries -0.04; number 50, C, carries -0.01; number 51, N, carries -0.15; number 52, C, carries -0.16; number 53, C, carries -0.34; number 54, C, carries -0.05; number 55, C, carries -0.09; number 56, C, carries -0.10; number 57, C, carries -0.21; number 58, N, carries -0.13; number 59, H, carries 0.09; number 60, H, carries 0.12; number 61, H, carries 0.10; number 62, H, carries 0.07; number 63, H, carries 0.12; number 64, H, carries 0.09; number 65, H, carries 0.11; number 66, H, carries 0.10; number 67, H, carries 0.09; number 68, H, carries 0.06; number 69, C, carries -0.20; number 70, N, carries -0.09; number 71, C, carries -0.16; number 72, N, carries -0.07; number 73, C, carries -0.16; number 74, N, carries -0.08; number 75, C, carries -0.16; number 76, N, carries -0.07; number 77, C, carries -0.20; number 78, C, carries -0.16; number 79, H, carries 0.11; number 80, H, carries 0.11; number 81, H, carries 0.13; number 82, H, carries 0.10; number 83, H, carries 0.13; number 84, H, carries 0.13; number 85, H, carries 0.13; number 86, H, carries 0.13; number 87, H, carries 0.12; number 88, H, carries 0.10; number 89, H, carries 0.13; number 90, H, carries 0.13; number 91, C, carries -0.03; number 92, C, carries -0.20; number 93, C, carries -0.04; number 94, C, carries -0.06; number 95, C, carries -0.03; number 96, C, carries -0.19; number 97, C, carries -0.02; number 98, C, carries -0.19; number 99, N, carries 0.11

***

This record from OMol25 describes C2H3N2P as an isolated structure at a distorted geometry. The level of theory is ωB97M-V/def2-TZVPD.

```
8
C2H3N2P (ωB97M-V/def2-TZVPD)
C -1.00 -0.76 0.40
C 0.00 1.04 -0.41
N 0.34 -1.22 0.45
N -1.17 0.44 -0.13
P 1.30 0.13 0.18
H -1.71 -1.41 0.81
H -0.15 2.03 -0.62
H 2.38 -0.25 -0.69
```

Calculated values
Total charge: 0
E_tot, eV: -14389.5273
Multiplicity: 1
ΔE to the lowest compared entry with this formula, charge and spin, kcal/mol: 22.8
Gap between HOMO and LUMO, eV: 9.1

Computed Löwdin charges, given in elementary charges: number 1, C, carries -0.30; number 2, C, carries -0.40; number 3, N, carries -0.24; number 4, N, carries -0.02; number 5, P, carries 0.87; number 6, H, carries 0.08; number 7, H, carries 0.03; number 8, H, carries -0.02

***

| no. | lowest unoccupied orbital energy (eV) | E_HOMO (eV) |
| --- | --- | --- |
| 1 | -2.366 | -7.95 |
| 2 | -0.586 | -9.69 |